[1]
The following is a quantum chemistry calculation of a molecular structure, C7H14CdOPS, from the Open Molecules 2025 dataset.

LUMO level (spin up / spin down) (eV): 2.49 / 2.49
Total charge: -1
Relative energy (zero: lowest compared OMol25 entry of this formula, charge and spin) (eV): 2.837
Orbital gap (spin up / spin down) (eV): 3.22 / 3.22
E_HOMO (spin up / spin down) (eV): -0.72 / -0.72

The geometry in XYZ format:
```
25
C7H14CdOPS, DFT ωB97M-V/def2-TZVPD
C -0.37 1.03 -2.44
C -0.59 0.25 -3.52
C -0.92 -1.14 -3.55
C -1.02 -2.01 -2.42
C -0.94 -1.67 -1.10
Cd -0.87 0.35 -0.51
P -0.54 2.73 0.37
H 0.00 2.08 -2.52
H -0.50 0.73 -4.51
H -1.06 -1.60 -4.54
H -0.87 -2.46 -0.32
H -1.21 -3.07 -2.67
H -1.69 3.20 1.10
H -0.40 3.66 -0.71
H 0.59 2.99 1.22
C 2.26 -1.17 2.70
S 0.65 -1.12 1.97
C -0.19 0.11 2.96
O 1.05 -0.42 0.67
H 2.15 -1.39 3.76
H 2.66 -0.17 2.48
H 2.83 -1.94 2.15
H 0.48 0.97 2.93
H -1.16 0.37 2.51
H -0.33 -0.30 3.98
```

***

[2]
The following is a quantum chemistry calculation of 2 unconnected molecules or ions with the total composition C7H14Cl2INO5, from the Open Molecules 2025 dataset.

LUMO level (eV): -1.36
Orbital gap (eV): 6.99
E_HOMO (eV): -8.36

The geometry in XYZ format:
```
30
C7H14Cl2INO5, DFT ωB97M-V/def2-TZVPD
C 3.28 -1.64 -0.63
C 2.56 -0.71 -1.83
Cl 3.96 -0.33 -3.04
C 2.03 0.64 -1.07
C 0.65 1.29 -1.69
C -0.26 1.85 -0.43
N -0.90 0.77 0.41
C -1.11 -0.51 -0.40
I -2.89 -1.51 0.42
C -1.27 -0.19 -2.01
O -0.09 0.44 -2.63
H 2.39 -2.33 -0.23
H 4.12 -2.35 -1.05
H 3.61 -0.96 0.26
H 1.74 -1.40 -2.29
H 1.95 0.45 0.10
H 2.89 1.45 -1.19
H 0.98 2.26 -2.30
H -1.09 2.59 -0.82
H 0.41 2.49 0.31
H -1.84 1.15 0.74
H -0.37 0.59 1.31
H -0.13 -1.16 -0.21
H -2.29 0.37 -2.25
H -1.39 -1.26 -2.54
O -3.14 0.15 5.93
Cl -3.39 -0.39 4.61
O -2.22 -1.11 4.15
O -3.69 0.69 3.69
O -4.52 -1.30 4.66
```

***

[3]
The following is a quantum chemistry calculation of a molecular structure, C7H14ClNO8PS, from the Open Molecules 2025 dataset.

LUMO level (eV): 2.04
Total charge: -1
Orbital gap (eV): 6.13
E_HOMO (eV): -4.10

The geometry in XYZ format:
```
33
C7H14ClNO8PS, DFT ωB97M-V/def2-TZVPD
N 4.04 2.39 1.13
P 2.61 2.46 0.54
O 1.61 3.43 1.33
O 2.46 3.19 -0.88
C 1.69 0.85 0.36
C 0.21 1.10 0.03
C -0.77 0.70 1.13
C -2.20 1.11 0.77
Cl -2.70 0.51 -0.81
C 2.35 -0.15 -0.60
O 3.37 -0.80 0.19
S 2.68 -1.13 1.58
O 1.78 -2.21 1.41
O 3.67 -1.15 2.60
O 1.88 0.24 1.68
H 4.35 1.45 1.35
H 1.48 3.09 2.22
H 2.59 2.59 -1.63
H -0.04 0.54 -0.87
H 0.08 2.15 -0.21
H -0.76 -0.39 1.24
H -0.51 1.16 2.08
H -2.31 2.20 0.82
H -2.88 0.68 1.50
H 1.61 -0.89 -0.91
H 2.84 0.28 -1.47
C -4.24 -3.92 -2.39
C -4.06 -2.57 -1.65
O -3.84 -2.64 -0.42
O -4.16 -1.55 -2.37
H -4.14 -4.77 -1.71
H -5.22 -3.95 -2.87
H -3.49 -4.00 -3.18
```

***

[4]
The following is a quantum chemistry calculation of a molecular structure, C7H14F6IrN5O4PS2Se, from the Open Molecules 2025 dataset.

LUMO level (spin up / spin down) (eV): -5.18 / -5.60
Total charge: +1
Orbital gap (spin up / spin down) (eV): 6.89 / 6.38
E_HOMO (spin up / spin down) (eV): -12.08 / -11.99

The geometry in XYZ format:
```
41
C7H14F6IrN5O4PS2Se, DFT ωB97M-V/def2-TZVPD
Ir 0.26 0.20 -0.13
F -1.42 4.39 0.91
C -2.00 3.53 1.74
F -3.31 3.57 1.56
F -1.71 3.88 2.99
S -1.31 1.84 1.36
O 0.11 1.95 1.57
O -1.64 1.59 -0.04
N -2.08 0.92 2.33
S -1.53 -0.54 2.60
O -0.21 -0.74 2.05
O -2.47 -1.56 2.26
C -1.32 -0.49 4.45
F -0.85 -1.63 4.93
F -0.45 0.47 4.74
F -2.48 -0.22 5.03
N -1.21 -2.63 -0.18
N -1.57 -1.29 -0.50
H -1.98 -3.28 -0.29
H -0.90 -2.66 0.78
H -2.27 -0.90 0.15
H -1.96 -1.27 -1.44
C 2.84 -1.21 -2.39
P 1.06 -0.77 -2.45
C 0.94 0.31 -3.93
C 0.27 -2.32 -3.01
H 3.16 -1.59 -3.36
H 2.99 -1.98 -1.63
H 3.42 -0.34 -2.13
H 1.29 -0.24 -4.81
H 1.54 1.21 -3.82
H -0.10 0.60 -4.09
H 0.84 -2.77 -3.82
H -0.74 -2.11 -3.36
H 0.22 -3.01 -2.17
N 2.78 0.12 1.54
C 2.18 -0.23 0.61
H 3.21 0.46 2.38
Se 0.91 2.77 -1.12
C 2.30 2.93 0.00
N 3.20 3.02 0.71
```

***

One value per record, in order, for molar mass: 289.64; 390.00; 338.68; 712.49 g mol⁻¹.